(1)
# C13H26F12N2O14S4Ti

A structure of composition C13H26F12N2O14S4Ti in a non-equilibrium geometry (ωB97M-V with the def2-TZVPD basis set, the OMol25 dataset).

The geometry in ORCA input format:
```
! RIJCOSX wB97M-V def2-TZVPD def2/J DEFGRID3
* xyz -1 4
Ti 0.37946 0.65755 1.47252
C 5.55063 -4.44437 1.03043
C 6.42161 -5.24011 2.07362
C 7.25064 -4.18168 2.93326
O 8.09595 -4.83213 3.84819
C 8.54843 -3.92419 4.78920
N 5.55590 -5.99448 3.04550
H 5.97994 -6.72742 3.59605
H 5.30647 -5.29603 3.73109
H 4.73272 -6.43718 2.66275
H 6.00535 -3.66265 0.42196
H 4.70185 -3.93951 1.49172
H 5.08092 -5.08090 0.28055
H 7.18594 -5.88387 1.63832
H 6.57786 -3.53848 3.50050
H 7.95000 -3.62433 2.31007
H 9.44964 -3.44617 4.40527
H 8.85852 -4.64443 5.54630
H 7.86358 -3.15690 5.15021
C -7.01746 5.44762 -5.41316
N -5.41172 5.58981 -5.21913
C -4.88846 6.16011 -6.60674
C -5.14390 6.58469 -4.08009
C -4.92273 4.13307 -4.92478
C -3.38704 4.05978 -4.87782
O -2.90254 4.73723 -3.67851
H -7.11820 4.73459 -6.23141
H -7.41969 6.43236 -5.65108
H -7.39337 5.05232 -4.46949
H -5.39949 7.09919 -6.81905
H -5.27433 5.45189 -7.33999
H -3.80358 6.26381 -6.62625
H -4.07789 6.79271 -4.17202
H -5.25717 6.08145 -3.11986
H -5.70378 7.49682 -4.28656
H -5.34687 3.44631 -5.65730
H -5.43218 3.77728 -4.02926
H -2.86094 4.51612 -5.71632
H -3.08759 3.01719 -4.77079
H -2.03158 4.44841 -3.39636
C 5.12026 2.92138 -3.83659
F 4.53529 1.76545 -4.16718
F 6.34936 2.85657 -4.16829
F 4.37675 3.93559 -4.42029
S 4.97201 3.26231 -1.93377
O 5.84861 2.24369 -1.27915
O 5.40335 4.62136 -1.72496
O 3.51948 3.18422 -1.65564
C -1.00118 -3.76298 7.61812
F -2.05904 -2.97864 8.10311
F -0.68476 -4.61532 8.62730
F -1.41828 -4.46397 6.53347
S 0.57631 -2.65988 7.11805
O 0.90242 -2.06366 8.42300
O 1.70458 -3.53205 6.79223
O 0.21815 -1.70709 6.06701
C -1.80587 -5.50715 -2.33825
F -0.68757 -5.79089 -2.96468
F -2.53058 -4.38825 -2.71384
F -2.70363 -6.52336 -2.67308
S -1.52479 -5.61568 -0.37679
O -2.69837 -6.17665 0.32348
O -0.42676 -6.54270 -0.22564
O -1.25485 -4.24713 0.02380
C -5.11579 2.65913 4.33852
F -4.44999 1.78784 5.05879
F -6.27875 2.89826 4.98618
F -4.33690 3.72664 4.06162
S -5.49856 1.84220 2.64461
O -6.09689 0.51159 2.97982
O -6.44825 2.70543 1.97428
O -4.12065 1.72826 1.96324
*
```

Results
Energy relative to the best compared isomer or geometry (same formula, charge and spin): 226.4 kcal/mol
<S²>: 3.750
Maximum force: 4.7 eV Å⁻¹
E_HOMO (alpha / beta): -5.73 / -5.73 eV



(2)
# C11H17N3O

The molecule C11H17N3O in a non-equilibrium geometry (ωB97M-V with the def2-TZVPD basis set, the OMol25 dataset).

The geometry in ORCA input format:
```
! RIJCOSX wB97M-V def2-TZVPD def2/J DEFGRID3
* xyz 0 1
C 2.10037 -0.82952 1.61676
C 1.32596 0.22686 2.06855
C -1.98613 -0.02877 0.96273
C -1.83054 0.52558 -0.21279
C 1.96354 -1.24257 0.21545
C 1.64813 0.10284 -0.67371
C 0.44184 0.88264 1.23152
C 0.98629 -2.37776 0.01953
C 1.42030 -0.18005 -2.10303
C -0.40798 2.01195 1.81506
C -2.95267 1.00142 -2.24902
N -0.64219 0.88865 -0.81067
N -2.39979 -0.65726 1.93275
N 0.38302 0.66641 -0.06232
O -3.01938 0.86026 -0.82925
H 2.63247 -1.42040 2.34040
H 1.42392 0.62380 3.14432
H 2.93855 -1.56919 -0.28770
H 2.46147 0.74501 -0.42475
H -0.09032 -2.12433 -0.14382
H 0.96933 -3.01313 0.91323
H 1.17928 -2.95245 -0.98667
H 2.11103 -0.99975 -2.36792
H 1.47288 0.78823 -2.62139
H 0.36234 -0.38715 -2.24077
H -0.51869 2.89208 1.07202
H 0.24698 2.47500 2.57021
H -1.40409 1.80622 2.15977
H -3.87251 1.13882 -2.67573
H -2.68069 0.06605 -2.78245
H -2.24992 1.68522 -2.52414
H -2.01278 -1.60472 1.93384
*
```

Results
Energy relative to the best compared isomer or geometry (same formula, charge and spin): 146.6 kcal/mol
Maximum force: 4.0 eV Å⁻¹
E_HOMO (alpha / beta): -6.56 / -6.62 eV



(3)
# C3H6EuO3

A structure of composition C3H6EuO3 in a non-equilibrium geometry (ωB97M-V with the def2-TZVPD basis set, the OMol25 dataset).

The geometry in ORCA input format:
```
! RIJCOSX wB97M-V def2-TZVPD def2/J DEFGRID3
* xyz 2 8
H -0.39353 -1.40822 -0.35320
O -1.33585 -1.03288 -0.43342
C -1.38529 -0.03445 0.39693
O -2.37931 0.22818 1.06897
Eu -4.96199 -0.31674 1.50370
O -0.16668 0.34337 0.72059
C 0.71596 0.75736 -0.35905
C 1.96904 -0.07348 -0.26457
H 0.91689 1.82722 -0.22934
H 0.19079 0.58658 -1.30685
H 2.28186 -0.19954 0.77988
H 2.78627 0.38712 -0.83433
H 1.76184 -1.06454 -0.68930
*
```

Results
Energy relative to the best compared isomer or geometry (same formula, charge and spin): 0.0 kcal/mol
<S²>: 15.758
Maximum force: 3.5 eV Å⁻¹
E_HOMO (alpha / beta): -17.74 / -17.74 eV



(4)
# C20H40AgAsF6O15

A structure of composition C20H40AgAsF6O15 in a non-equilibrium geometry (ωB97M-V with the def2-TZVPD basis set, the OMol25 dataset).

The geometry in ORCA input format:
```
! RIJCOSX wB97M-V def2-TZVPD def2/J DEFGRID3
* xyz 0 1
Ag 0.01061 -0.03302 0.22760
As -1.57940 3.46273 1.05424
F -2.10171 3.19466 2.66574
F -3.18139 3.40576 0.48510
F -0.99490 3.59784 -0.56848
F 0.05025 3.45885 1.61813
F -1.48619 1.70474 0.89247
F -1.67024 5.15027 1.23035
C 2.66063 0.41273 -4.71000
C 1.93288 -0.10710 -3.46411
O 2.35359 -1.48369 -3.26415
C 1.73996 -2.19409 -2.33423
O 1.23548 -1.78923 -1.31526
O 1.87089 -3.48715 -2.64505
C 1.35690 -4.38779 -1.66200
H 1.93040 0.51101 -5.50937
H 3.39748 -0.32881 -5.00656
H 3.11577 1.37472 -4.49620
H 0.85707 -0.09084 -3.59913
H 2.15981 0.43643 -2.54916
H 1.32756 -5.36552 -2.13632
H 0.34108 -4.12095 -1.37963
H 2.03315 -4.40815 -0.80970
C 2.30960 -3.75666 2.94758
C 0.88573 -3.38872 2.53969
O 0.29883 -2.48561 3.47336
C 0.43795 -1.19445 3.20497
O 0.99393 -0.74257 2.22458
O -0.10152 -0.47704 4.15917
C -0.09288 0.94863 3.97860
H 2.34149 -4.68698 3.51537
H 2.74221 -2.99750 3.60643
H 3.00403 -3.80989 2.10969
H 0.25315 -4.26910 2.52310
H 0.91069 -2.90114 1.56610
H -0.64884 1.40784 4.78665
H -0.52117 1.23942 3.02056
H 0.93592 1.31467 4.01444
C -3.53982 2.84937 -2.86739
C -2.28402 2.10869 -3.28042
O -2.64494 0.73207 -3.48242
C -1.95415 -0.19884 -2.85060
O -1.05334 -0.05154 -2.06267
O -2.39997 -1.38778 -3.28080
C -1.91272 -2.53864 -2.59620
H -3.97540 2.33082 -2.01290
H -4.31054 2.77279 -3.64683
H -3.41183 3.90594 -2.66201
H -1.55073 2.20520 -2.48463
H -1.88797 2.50265 -4.21423
H -1.40005 -2.29078 -1.67147
H -1.22259 -3.07696 -3.25337
H -2.74763 -3.19992 -2.36968
C -3.90076 0.22596 3.99912
C -3.65498 -1.24774 3.72991
O -2.64374 -1.44017 2.73504
C -2.91728 -1.30623 1.45128
O -2.06511 -1.34687 0.60203
O -4.20459 -1.07937 1.20512
C -4.54657 -0.89116 -0.14923
H -4.16640 0.71250 3.05982
H -2.99239 0.70733 4.36018
H -4.67600 0.35860 4.74928
H -4.58916 -1.78293 3.56685
H -3.22307 -1.69838 4.62694
H -4.42004 -1.78645 -0.76301
H -3.97265 -0.08041 -0.60131
H -5.60208 -0.63264 -0.20021
C 5.55263 3.09396 -1.68126
C 4.35707 2.20790 -1.44723
O 4.01640 2.31838 -0.06432
C 2.86340 1.74848 0.30174
O 2.08683 1.24086 -0.46361
O 2.65755 1.83782 1.60382
C 3.71405 1.41630 2.47350
H 5.89108 3.04299 -2.71422
H 6.36441 2.81571 -1.00884
H 5.30835 4.13613 -1.46454
H 4.62532 1.17292 -1.67360
H 3.50399 2.50339 -2.05378
H 4.28674 2.29328 2.77698
H 4.30983 0.63555 2.01268
H 3.22404 1.04693 3.37188
*
```

Results
Energy relative to the best compared isomer or geometry (same formula, charge and spin): 0.0 kcal/mol
Maximum force: 1.5 eV Å⁻¹
E_HOMO: -9.57 eV